{"formula": "CH3NO4", "method": "the ωB97M-V functional and the def2-TZVPD basis", "elements": ["N", "O", "C", "O", "O", "O", "H", "H", "H"], "xyz": [[-2.9875, 0.1165, -0.1073], [-2.1812, 0.9608, -0.3670], [0.6451, 0.0924, 0.4023], [-2.4318, -1.1427, 0.1571], [0.1344, -0.9163, -0.0285], [-4.1396, 0.2292, 0.0925], [-1.4090, -0.9640, 0.1554], [1.6550, 0.3713, 0.3440], [0.1373, 0.5976, 1.1915]], "e_lumo_ev": -0.37, "max_force_ev_per_a": 2.6, "homo_lumo_gap_ev": 10.93, "relative_energy_kj_mol": 263.5, "total_charge": 0}